Arrangement one

# C3H5PS

2 unconnected molecules or ions with the total composition C3H5PS (ωB97M-V/def2-TZVPD, OMol25).

CARTESIAN COORDINATES (ANGSTROEM)
1 S 2.794 -1.639 0.576
2 P -1.760 -1.136 0.697
3 C 2.222 -0.295 -0.437
4 C 3.179 0.061 1.005
5 C 2.199 0.808 0.464
6 H -0.525 -0.311 1.078
7 H -2.472 -0.063 0.150
8 H -1.005 -1.620 -0.298
9 H 1.864 1.840 0.249
10 H 2.533 -0.161 -1.536

Gap between HOMO and LUMO ... 9.143 eV


Arrangement two

# C3H5PS

C3H5PS in the gas phase (ωB97M-V/def2-TZVPD, OMol25).

CARTESIAN COORDINATES (ANGSTROEM)
1 S 1.127 -1.228 0.611
2 P 0.694 1.646 -0.355
3 C -0.600 -0.896 0.211
4 C -0.809 0.406 -0.554
5 C 1.589 0.424 0.440
6 H -1.588 1.088 -0.149
7 H -0.747 0.212 -1.659
8 H -1.070 -1.616 -0.522
9 H -1.088 -0.728 1.210
10 H 2.492 0.691 0.768

Gap between HOMO and LUMO ... 8.289 eV


What should be chosen as the least stable of them? Choose arrangement one.


Arrangement one

# C3H9N3P

A molecular structure, C3H9N3P (ωB97M-V/def2-TZVPD, OMol25).

CARTESIAN COORDINATES (ANGSTROEM)
1 P -3.167 1.038 0.117
2 N 0.053 0.629 0.500
3 N -1.102 -0.075 0.363
4 N 0.110 -1.077 -1.230
5 C 0.944 -0.071 -0.788
6 C -0.939 -1.091 -0.507
7 C 2.241 -0.480 -0.204
8 H 0.573 0.382 1.386
9 H 0.861 0.810 -1.467
10 H -0.075 1.634 0.198
11 H -1.699 -1.733 -0.620
12 H -2.560 1.925 1.187
13 H 2.284 -1.407 0.455
14 H 3.050 -0.741 -0.997
15 H -3.358 0.041 1.101
16 H 2.785 0.217 0.504

Gap between HOMO and LUMO ... 7.594 eV
Net charge ... +1


Arrangement two

# C3H9N3P

2 unconnected molecules or ions with the total composition C3H9N3P (ωB97M-V/def2-TZVPD, OMol25).

CARTESIAN COORDINATES (ANGSTROEM)
1 P -2.810 -0.846 -1.255
2 N 1.159 -0.708 -0.450
3 N -0.488 0.705 0.229
4 N -0.933 -0.667 0.402
5 C 0.109 -1.392 -0.105
6 C 0.991 0.764 -0.102
7 C 1.836 1.103 1.049
8 H -1.138 1.289 -0.448
9 H 2.123 2.170 1.210
10 H -0.672 1.197 1.191
11 H -3.619 -1.980 -0.947
12 H 1.217 1.165 -1.165
13 H 1.589 0.710 2.080
14 H 2.689 0.500 0.712
15 H -0.062 -2.513 -0.210
16 H -1.990 -1.496 -2.192

Gap between HOMO and LUMO (alpha / beta) ... 7.260 / 7.273 eV
Net charge ... +1


What should be chosen as the least stable of them? Choose arrangement two.


Arrangement one

# C3HCl2NO

2 unconnected molecules or ions with the total composition C3HCl2NO (ωB97M-V/def2-TZVPD, OMol25).

CARTESIAN COORDINATES (ANGSTROEM)
1 Cl -3.494 1.338 0.832
2 Cl -1.190 -2.752 -0.100
3 O -2.553 -1.101 -2.035
4 N -2.813 -0.422 -1.112
5 C 0.472 -0.797 1.154
6 C -3.373 0.061 -0.208
7 C -0.147 -1.701 0.639
8 H 1.239 -0.505 1.760

Gap between HOMO and LUMO ... 9.740 eV


Arrangement two

# C3HCl2NO

2 unconnected molecules or ions with the total composition C3HCl2NO (ωB97M-V/def2-TZVPD, OMol25).

CARTESIAN COORDINATES (ANGSTROEM)
1 Cl 1.403 -0.589 -1.418
2 Cl 0.182 -2.382 0.719
3 O -1.770 -1.719 -1.131
4 N -1.295 2.352 -1.804
5 C -1.090 -0.811 -0.842
6 C 0.171 -0.850 -0.124
7 C -1.247 1.252 -1.497
8 H 0.258 -0.010 0.549

Gap between HOMO and LUMO ... 10.388 eV


What should be chosen as the least stable of them? Choose arrangement one.


Arrangement one

# C2H3N3O

C2H3N3O in the gas phase (ωB97M-V/def2-TZVPD, OMol25).

CARTESIAN COORDINATES (ANGSTROEM)
1 O -0.100 -1.108 -0.011
2 N -0.056 1.057 -0.095
3 N -1.407 0.711 0.014
4 N 2.005 -0.193 0.016
5 C -1.349 -0.566 0.016
6 C 0.766 -0.041 0.013
7 H 0.207 2.039 0.333
8 H 2.501 0.680 -0.008
9 H -2.211 -1.231 0.051

Gap between HOMO and LUMO ... 9.817 eV


Arrangement two

# C2H3N3O

C2H3N3O in the gas phase (ωB97M-V/def2-TZVPD, OMol25).

CARTESIAN COORDINATES (ANGSTROEM)
1 O 1.568 -0.818 0.254
2 N 0.503 -0.446 -0.668
3 N -0.180 1.565 0.021
4 N -1.084 0.551 0.359
5 C -0.713 -0.627 -0.030
6 C 0.791 0.987 -0.649
7 H 2.347 -0.488 -0.227
8 H -1.907 0.796 0.892
9 H -1.325 -1.521 0.047

Gap between HOMO and LUMO ... 8.230 eV


Arrangement three

# C2H3N3O

C2H3N3O in the gas phase (ωB97M-V/def2-TZVPD, OMol25).

CARTESIAN COORDINATES (ANGSTROEM)
1 O -1.836 -0.316 -0.017
2 N 0.352 -0.940 -0.295
3 N -0.178 1.118 0.433
4 N 0.926 1.603 -0.029
5 C -0.531 -0.124 0.026
6 C 1.573 -0.570 -0.490
7 H -0.515 1.738 1.169
8 H 2.398 -1.253 -0.321
9 H -1.949 -1.183 -0.447

Gap between HOMO and LUMO (alpha / beta) ... 7.829 / 7.650 eV


What should be chosen as the least stable of them? Choose arrangement three.